Record 1
Computed, not measured: a cluster of 2 separate species, C12H20 in total, with ωB97M-V with the def2-TZVPD basis set.

Output
gap between HOMO and LUMO: 9.94 eV
HOMO: -9.04 eV
structure (SMILES): CCc1ccccc1.CC(C)C
F_max: 2.0 eV/A
LUMO energy: 0.89 eV
multiplicity: 1

Last column: natural (NBO) charge in e.
CARTESIAN COORDINATES (ANGSTROEM)
C1 -3.0057 0.0297 -1.0072  -0.5973
C2 -1.4939 0.3433 -0.9458  -0.4265
C3 -0.6356 -0.8797 -1.0326  -0.0119
C4 0.1013 -1.1677 -2.1788  -0.2170
C5 0.8592 -2.3330 -2.2103  -0.2036
C6 0.9862 -3.0941 -1.0666  -0.2229
C7 0.1723 -2.8762 0.0436  -0.1934
C8 -0.6190 -1.7411 0.0614  -0.2226
H1 -3.3567 -0.2749 -0.0256  0.1982
H2 -3.1547 -0.7777 -1.7213  0.2105
H3 -3.6178 0.9094 -1.1969  0.2101
H4 -1.3345 1.0433 -1.7762  0.2043
H5 -1.3183 1.0066 -0.1040  0.2090
H6 0.0732 -0.4354 -2.9771  0.2133
H7 1.2962 -2.6553 -3.1494  0.2134
H8 1.6675 -3.9389 -1.0699  0.2101
H9 0.3209 -3.5538 0.8743  0.2141
H10 -1.3162 -1.5236 0.8641  0.2108
C9 0.2485 2.5357 3.0650  -0.6039
C10 0.6301 2.2549 1.6239  -0.2195
C11 1.1161 3.5026 0.8764  -0.6035
C12 1.7308 1.1969 1.5039  -0.6144
H11 -0.4829 3.3284 3.0470  0.2063
H12 1.1127 2.7962 3.6703  0.2026
H13 -0.2595 1.6943 3.5416  0.2083
H14 -0.2248 1.8683 1.0857  0.1873
H15 1.7153 4.0840 1.5778  0.2007
H16 1.7113 3.2660 -0.0026  0.2092
H17 0.2821 4.1381 0.5698  0.2032
H18 1.4320 0.2323 1.9545  0.2054
H19 1.9457 0.9359 0.4725  0.2155
H20 2.5609 1.4277 2.1815  0.2042

Atoms 1-3, force components in eV/Å:
0.409 -0.125 0.745
-1.118 1.237 -0.972
0.146 0.468 0.278



Record 2
Computed, not measured: a structure of composition C12H20CrF6NO9S2, with ωB97M-V with the def2-TZVPD basis set.

Output
gap between HOMO and LUMO (alpha / beta): 7.33 / 7.61 eV
HOMO (alpha / beta): -14.79 / -14.80 eV
F_max: 0.7 eV/A
LUMO energy (alpha / beta): -7.47 / -7.19 eV
net charge: +2
multiplicity: 4

Last column: Löwdin spin population.
CARTESIAN COORDINATES (ANGSTROEM)
Cr1 -0.5875 -0.0081 0.0722  2.8368
C1 -2.7043 -1.8620 0.8969  0.0021
C2 -1.4630 -2.7247 0.7942  0.0026
O1 -0.4841 -2.0290 -0.0216  0.0158
C3 -0.3279 -2.4167 -1.4199  0.0015
C4 -1.2889 -1.6162 -2.2959  0.0041
O2 -1.4927 -0.3214 -1.6588  0.0020
C5 -1.4601 0.8740 -2.4973  0.0023
C6 -1.8809 2.0042 -1.5820  0.0012
O3 -1.1603 1.8598 -0.3175  0.0149
C7 -0.3364 2.9962 0.1347  0.0049
C8 0.3685 1.9624 2.1398  0.0029
O4 -0.0213 0.5446 1.9401  0.0194
C9 -0.8586 -0.0050 2.9881  0.0024
C10 -2.2841 0.0331 2.4810  0.0024
O5 -2.2899 -0.4858 1.1188  0.0123
H1 -3.3543 -2.1873 1.7078  -0.0004
H2 -3.2782 -1.8489 -0.0280  0.0001
H3 -1.6789 -3.7005 0.3614  -0.0003
H4 -0.9854 -2.8732 1.7613  0.0000
H5 -0.4947 -3.4882 -1.5128  -0.0003
H6 0.7071 -2.1910 -1.6509  0.0001
H7 -2.2705 -2.0783 -2.3926  0.0000
H8 -0.8573 -1.4719 -3.2860  0.0004
H9 -2.1761 0.7505 -3.3090  -0.0007
H10 -0.4473 1.0063 -2.8791  0.0003
H11 -2.9435 1.9660 -1.3499  0.0001
H12 -1.6344 2.9674 -2.0260  -0.0003
H13 -0.9994 3.6671 0.6843  0.0001
H14 0.1219 3.4544 -0.7374  0.0006
H15 -0.4786 2.4722 2.6087  0.0004
H16 1.2720 1.9577 2.7434  -0.0001
H17 -0.7339 0.5713 3.9046  -0.0003
H18 -0.5014 -1.0167 3.1735  0.0001
H19 -2.6555 1.0542 2.4034  0.0000
H20 -2.9679 -0.5459 3.0992  -0.0003
F1 2.8152 -1.3500 0.9210  0.0002
C11 4.0598 -0.9001 1.1625  0.0003
F2 4.8837 -1.4217 0.2644  0.0000
F3 4.4099 -1.2871 2.3753  0.0000
S1 4.1714 0.9919 1.1110  0.0009
O6 0.6797 2.4806 0.9051  0.0015
O7 3.4329 1.3746 2.3120  0.0001
N1 3.1889 1.2762 -0.1838  0.0041
S2 2.2073 0.9679 -1.2326  0.0059
O8 1.0721 0.0435 -0.7614  0.0556
O9 1.6323 2.0623 -1.9595  0.0064
C12 2.9096 -0.1704 -2.5113  -0.0019
F4 1.9809 -0.3581 -3.4554  0.0001
F5 3.9864 0.3655 -3.0332  -0.0009
F6 3.1979 -1.3459 -1.9628  0.0003

Atoms 1-3, force components in eV/Å:
0.019 0.206 0.122
-0.003 0.001 -0.002
0.017 -0.009 0.007



Record 3
Computed, not measured: a structure of composition C12H20F3N6O5PdS2, with ωB97M-V with the def2-TZVPD basis set.

Output
gap between HOMO and LUMO (alpha / beta): 8.32 / 8.32 eV
HOMO (alpha / beta): -11.84 / -11.84 eV
F_max: 1.1 eV/A
LUMO energy (alpha / beta): -3.52 / -3.52 eV
net charge: +1
multiplicity: 1

Last column: natural (NBO) charge in e.
CARTESIAN COORDINATES (ANGSTROEM)
Pd1 -0.3041 0.2848 -0.7990  0.9262
F1 -1.7097 -1.1713 -3.6866  -0.3227
C1 -1.2681 -2.3216 -3.1579  0.7166
F2 -1.9650 -3.3189 -3.6725  -0.2895
F3 0.0141 -2.4587 -3.4920  -0.3109
S1 -1.4655 -2.2804 -1.3079  2.3072
O1 -1.7094 -3.6219 -0.9023  -0.9000
O2 -0.1473 -1.7639 -0.7997  -0.9719
O3 -2.4665 -1.2562 -1.0888  -0.9770
C2 -2.7085 -0.7974 3.2207  -0.2463
C3 -2.4044 -0.7174 1.7088  -0.2552
N1 -1.2517 0.1618 1.4585  -0.4341
C4 -0.0667 -0.3749 2.1421  -0.2779
C5 -0.3123 -0.4489 3.6660  -0.2438
N2 -1.7023 0.0574 3.9320  -0.3293
C6 -1.8372 1.4791 3.4730  -0.2442
C7 -1.5523 1.5129 1.9585  -0.2709
H1 -2.6054 -1.8060 3.6170  0.2329
H2 -3.6933 -0.4127 3.4795  0.2327
H3 -3.2608 -0.3420 1.1559  0.2497
H4 -2.1817 -1.7096 1.3290  0.2437
H5 0.7884 0.2615 1.9158  0.2621
H6 0.1484 -1.3598 1.7305  0.2531
H7 0.3674 0.1835 4.2340  0.2310
H8 -0.2645 -1.4637 4.0567  0.2326
H9 -1.8810 0.0155 4.9336  0.4426
H10 -1.1249 2.0668 4.0495  0.2312
H11 -2.8471 1.7981 3.7245  0.2329
H12 -0.7086 2.1605 1.7387  0.2652
H13 -2.4049 1.9151 1.4138  0.2452
O4 -2.8846 3.2805 -1.1225  -0.8805
S2 -1.7871 2.3930 -1.4673  1.3585
N3 -0.5681 2.3001 -0.5982  -0.9902
C8 4.9503 0.0085 -0.7744  -0.3971
N4 3.7970 0.2877 -1.6310  -0.3919
C9 3.9283 0.5624 -2.9489  0.1332
C10 2.8602 0.8190 -3.7308  -0.3728
C11 1.5710 0.7754 -3.1225  0.4896
N5 1.4568 0.5024 -1.8246  -0.5752
C12 2.5502 0.2624 -1.0206  0.7781
O5 2.4333 0.0448 0.1700  -0.6366
N6 0.4833 1.0093 -3.8494  -0.7348
H14 5.8505 0.0759 -1.3788  0.2137
H15 4.8600 -0.9887 -0.3510  0.2295
H16 4.9905 0.7339 0.0342  0.2287
H17 4.9385 0.5618 -3.3333  0.2321
H18 2.9712 1.0377 -4.7805  0.2459
H19 0.5666 1.1495 -4.8409  0.4172
H20 -0.4429 0.9127 -3.4611  0.4214

Atoms 1-3, force components in eV/Å:
0.635 0.733 0.618
0.029 0.011 -0.006
0.023 -0.006 0.024



Record 4
Computed, not measured: a structure of composition C12H20N2S, with ωB97M-V with the def2-TZVPD basis set.

Output
gap between HOMO and LUMO: 8.65 eV
HOMO: -8.25 eV
F_max: 8.1 eV/A
LUMO energy: 0.40 eV
multiplicity: 1

Last column: natural (NBO) charge in e.
CARTESIAN COORDINATES (ANGSTROEM)
C1 -3.5547 -2.4592 0.7664  -0.6558
C2 -3.9416 -1.5201 -0.2182  -0.4101
C3 -1.6502 0.3565 -0.0845  0.0032
C4 0.3258 -0.6887 -0.9779  -0.0533
C5 1.0098 0.4464 -0.7516  0.1802
C6 2.4443 0.7203 -1.4420  -0.4207
C7 3.3700 0.0441 -0.5182  -0.2085
C8 2.9149 0.8789 0.8385  -0.6973
C9 3.6938 -1.3665 -0.0093  -0.4129
C10 4.7263 -1.5719 1.1444  -0.6067
C11 -0.7999 1.5808 0.3301  0.2056
C12 -1.4779 2.7203 0.9249  -0.6758
H1 -3.7637 -2.2502 1.8465  0.2135
H2 -4.0112 -3.3592 0.6009  0.2255
H3 -2.4500 -2.3692 0.8413  0.2309
H4 -5.0354 -1.6488 -0.4810  0.2183
H5 -3.5623 -1.7488 -1.1557  0.2168
H6 0.6030 -1.6970 -1.1609  0.2207
H7 2.6676 1.8871 -1.4210  0.2426
H8 2.6227 0.2874 -2.4711  0.2169
H9 4.4378 0.6331 -0.9194  0.1820
H10 2.2307 0.1287 1.4906  0.1894
H11 3.8347 0.9620 1.5632  0.2080
H12 2.1748 2.0409 0.6061  0.2874
H13 3.8580 -1.9713 -0.9878  0.2058
H14 2.7508 -1.7371 0.4668  0.1981
H15 4.4359 -0.9303 1.9409  0.2191
H16 4.6925 -2.5221 1.5457  0.2120
H17 5.8544 -1.6935 0.8008  0.2108
H18 -2.2424 2.5474 1.7667  0.2525
H19 -0.8514 3.7280 1.2181  0.2423
H20 -2.1183 3.0304 0.1498  0.2382
N1 -1.0112 -0.7408 -0.7124  -0.4272
N2 0.5042 1.5242 -0.0543  -0.4321
S1 -3.4339 0.3970 -0.0556  0.1804

Atoms 1-3, force components in eV/Å:
3.288 1.702 4.426
-2.766 3.334 -1.722
3.221 -0.777 -1.645



Record 5
Computed, not measured: an isolated molecule of C12H20N4O3, with ωB97M-V with the def2-TZVPD basis set.

Output
gap between HOMO and LUMO: 9.80 eV
HOMO: -9.24 eV
structure (SMILES): CC(C)C[C@H](NC(=O)[C@@H](N)Cc1c[nH]cn1)C(=O)O
F_max: 5.4 eV/A
LUMO energy: 0.56 eV
multiplicity: 1

Last column: natural (NBO) charge in e.
CARTESIAN COORDINATES (ANGSTROEM)
C1 -2.5397 -2.6520 3.2734  -0.6288
C2 -2.7090 -2.5987 1.7977  -0.2443
C3 -2.8941 -4.0816 1.2620  -0.6042
C4 -1.3810 -2.1045 1.1090  -0.3695
C5 -1.5800 -0.4818 0.8288  -0.1576
N1 -0.3747 0.0541 0.3551  -0.6638
C6 -0.2180 1.2420 -0.1958  0.6728
O1 -1.0392 2.1616 -0.2004  -0.6233
C7 1.0593 1.2208 -1.0493  -0.1532
N2 1.5068 -0.1126 -1.5369  -0.8639
C8 1.0962 2.3652 -2.0317  -0.4343
C9 2.5849 2.7056 -2.5317  0.1137
C10 3.0274 4.0078 -2.6493  -0.1368
N3 4.3678 3.8356 -3.0407  -0.5191
C11 4.6417 2.5218 -3.0897  0.1808
N4 3.5376 1.7760 -2.8694  -0.5114
C12 -1.8277 0.1724 2.1211  0.7799
O2 -2.8984 0.2831 2.5655  -0.5522
O3 -0.7830 0.1981 3.0108  -0.6688
H1 -1.4140 -2.9935 3.6192  0.1965
H2 -2.6348 -1.5514 3.6110  0.2510
H3 -3.3200 -3.3029 3.7951  0.2207
H4 -3.4595 -1.9878 1.4646  0.2127
H5 -1.8871 -4.5687 1.2912  0.1979
H6 -3.3341 -4.2082 0.2391  0.2114
H7 -3.4945 -4.6060 2.0078  0.2057
H8 -0.6849 -2.2429 1.9363  0.2109
H9 -1.0982 -2.5856 0.1554  0.2227
H10 -2.3139 -0.4148 0.1176  0.2236
H11 0.4578 -0.5934 0.0748  0.4425
H12 1.7545 1.4485 -0.1462  0.2023
H13 2.4632 0.1476 -1.9914  0.4194
H14 0.8769 -0.3310 -2.3797  0.3535
H15 0.4133 2.0240 -2.9120  0.2206
H16 0.7671 3.3330 -1.4587  0.2582
H17 2.7671 5.0593 -2.3462  0.2331
H18 4.9839 4.6400 -3.0136  0.4202
H19 5.6496 2.3035 -3.6736  0.2083
H20 -0.0692 -0.0826 2.4807  0.4727

Atoms 1-3, force components in eV/Å:
1.292 1.159 2.715
3.017 -3.931 -2.145
0.336 0.324 0.280



Record 6
Computed, not measured: an isolated molecule of C12H20N4O4, with ωB97M-V with the def2-TZVPD basis set.

Output
gap between HOMO and LUMO: 9.70 eV
HOMO: -8.97 eV
structure (SMILES): CNC(=O)[C@H]1CCCN1C(=O)[C@@H](CC(N)=O)NC(C)=O
F_max: 5.7 eV/A
LUMO energy: 0.73 eV
multiplicity: 1

Last column: natural (NBO) charge in e.
CARTESIAN COORDINATES (ANGSTROEM)
C1 1.3331 -2.2859 1.5970  -0.4406
N1 0.0040 -2.6141 1.0038  -0.6267
C2 -0.5243 -2.0814 -0.1581  0.6704
O1 -1.7334 -2.1427 -0.4233  -0.6178
C3 0.5197 -1.3567 -1.0823  -0.1443
C4 1.1347 -2.0435 -2.2670  -0.4012
C5 0.0429 -1.8185 -3.4186  -0.4156
C6 -0.3895 -0.3448 -3.1089  -0.1993
N2 -0.1471 -0.1530 -1.7101  -0.4162
C7 -0.5889 0.9261 -0.9866  0.6821
O2 -1.2777 1.6814 -1.6074  -0.6312
C8 -0.3194 1.1358 0.5380  -0.1273
C9 0.5423 2.4214 0.7203  -0.4948
C10 1.9499 2.2497 0.1958  0.6785
N3 2.5751 3.3749 -0.1257  -0.8135
O3 2.5329 1.2430 0.1951  -0.6199
N4 -1.5398 1.3210 1.3497  -0.6377
C11 -1.6988 0.6806 2.5924  0.6999
C12 -3.0713 0.8355 3.1906  -0.7126
O4 -0.8870 0.0417 3.1917  -0.6121
H1 1.4733 -2.7320 2.6676  0.2283
H2 2.2221 -2.8187 1.1018  0.1991
H3 1.5524 -1.1952 1.6323  0.2149
H4 -0.6512 -2.9384 1.6907  0.4083
H5 1.2010 -0.9366 -0.4351  0.2324
H6 2.0739 -1.4702 -2.4889  0.2191
H7 1.4136 -3.0567 -2.0806  0.2259
H8 0.2230 -1.7721 -4.4751  0.2233
H9 -0.8899 -2.3309 -3.2087  0.2228
H10 -1.4378 -0.0752 -3.4312  0.2191
H11 0.2108 0.3354 -3.6413  0.1817
H12 0.3019 0.2908 0.8772  0.2394
H13 0.6891 2.6176 1.7904  0.2476
H14 0.1550 3.2626 0.0904  0.2289
H15 2.2244 4.2648 -0.1168  0.3876
H16 3.4082 3.2352 -0.6840  0.3970
H17 -2.3909 1.6473 0.8922  0.4183
H18 -3.5680 1.7590 3.0175  0.2157
H19 -3.6779 0.0740 2.8352  0.2345
H20 -2.9906 0.7688 4.2801  0.2361

Atoms 1-3, force components in eV/Å:
1.540 -1.247 0.773
1.156 0.593 0.035
-0.823 -0.420 -0.228



Which of these has the lowest F_max?
C12H20CrF6NO9S2



Among the records above, which one has the highest F_max?
C12H20N2S



Which value of multiplicity does entry 4 give?
1